Computed, not measured: a 2-piece molecular cluster, C2H8SSi overall at a distorted geometry, with wB97M-V/def2-TZVPD.

Each line ends with the natural charge from an NBO analysis.
Geometry (Å):
Si -0.54608 1.00403 0.07982  1.014
H -0.86378 -0.74295 1.77275  0.246
H 0.40704 -0.37938 -1.64355  0.224
H -1.89594 1.10967 -0.56140  -0.193
C -0.83982 0.41336 1.85479  -1.148
H -0.13188 0.86630 2.62912  0.251
H 1.41003 -0.26281 -0.27241  0.236
H -1.78372 0.86965 2.27468  0.254
H 1.42065 1.07528 -1.36337  0.243
S 0.02121 -2.58802 -1.83947  -0.167
H 1.31662 -2.15952 -1.94839  0.109
C 0.89341 0.34262 -0.91068  -1.069

Atoms 1-6, force components in eV/Å:
-0.6 1.4 0.8
0.0 1.8 0.9
0.5 1.0 0.2
0.4 -0.3 -0.2
0.1 -0.1 0.8
-0.2 -1.3 -1.2

The spin multiplicity is 1. The largest force on an atom is 0.095 Eh/bohr. For the LUMO energy (spin up / spin down), the calculation gives -0.01 / -2.51 eV.